{
  "formula": "C15H33N5O10P",
  "method": "ωB97M-V with the def2-TZVPD basis set",
  "energy_ev": -53304.1044,
  "multiplicity": 1,
  "e_lumo_ev": -2.36,
  "e_homo_ha": -0.4269,
  "gap_ev": 9.255,
  "charge": 1,
  "largest_force_ev_per_a": 3.55,
  "symbols": ["O", "O", "O", "O", "O", "O", "O", "O", "O", "O", "C", "C", "C", "N", "N", "N", "N", "N", "C", "C", "C", "C", "C", "C", "C", "C", "C", "C", "C", "C", "P", "H", "H", "H", "H", "H", "H", "H", "H", "H", "H", "H", "H", "H", "H", "H", "H", "H", "H", "H", "H", "H", "H", "H", "H", "H", "H", "H", "H", "H", "H", "H", "H", "H"],
  "xyz": [[-3.043, 7.255, 3.410], [1.287, 5.550, 1.490], [0.994, -1.653, -0.568], [-1.224, -7.621, -3.697], [0.082, -5.802, -4.206], [2.851, -8.923, -4.018], [2.973, -6.838, -2.131], [-1.021, -1.461, -1.932], [1.364, -1.511, -2.946], [0.227, -3.716, -2.023], [-2.479, 7.420, 2.336], [0.889, 5.887, 2.593], [-1.010, 0.772, 1.338], [0.203, 0.320, 1.490], [1.772, 6.207, 3.541], [-1.615, 1.562, 2.213], [-1.347, 6.792, 2.008], [-1.646, 0.400, 0.264], [-3.055, 8.368, 1.311], [1.510, 6.633, 4.918], [1.330, -4.400, -2.652], [-0.367, -7.076, -4.686], [-1.133, 2.016, 3.535], [0.794, -8.034, -4.943], [-0.410, 3.370, 3.482], [0.915, -5.837, -3.024], [1.700, -8.122, -3.716], [2.150, -6.716, -3.296], [-1.222, 4.461, 2.758], [-0.617, 5.871, 2.897], [0.418, -2.116, -1.850], [-1.866, -6.940, -3.438], [2.588, -9.835, -4.237], [3.651, -7.521, -2.302], [-1.363, -1.883, -2.734], [1.677, -0.715, -2.498], [0.733, 0.573, 2.301], [0.582, -0.359, 0.827], [2.735, 6.181, 3.239], [-2.542, 1.864, 1.964], [-0.948, 6.986, 1.101], [-1.214, -0.256, -0.376], [-2.586, 0.700, 0.092], [-2.306, 9.109, 1.038], [-3.361, 7.808, 0.431], [-3.919, 8.872, 1.742], [1.000, 5.842, 5.472], [2.453, 6.856, 5.420], [0.894, 7.535, 4.926], [1.666, -3.895, -3.564], [2.173, -4.427, -1.953], [-0.925, -6.935, -5.619], [-0.464, 1.271, 3.972], [-1.991, 2.114, 4.203], [0.399, -9.024, -5.189], [1.371, -7.675, -5.800], [0.544, 3.230, 2.972], [-0.211, 3.692, 4.506], [0.365, -6.265, -2.179], [1.142, -8.575, -2.887], [2.736, -6.269, -4.107], [-2.237, 4.479, 3.159], [-1.275, 4.207, 1.698], [-0.772, 6.199, 3.924]]
}